Record 1
ORCA calculation (ωB97M-V with the def2-TZVPD basis set) on a structure of composition C23H19MnNO5SeSi at a distorted geometry.

- Strongest force on any atom: 2.79 eV Å⁻¹
- Relative energy (zero: lowest compared OMol25 entry of this formula, charge and spin): 38.17 kcal/mol
- Kohn-Sham gap (alpha / beta): 6.9 / 8.1 eV
- Multiplicity: 2

Geometry as XYZ:
```
51
Properties=species:S:1:pos:R:3:forces:R:3
Mn 0.275 -1.037 0.139 1.924 -2.017 0.022
O -4.827 1.989 -0.381 0.018 -0.034 -0.009
C -3.751 1.548 -0.084 0.007 0.077 0.056
C -2.106 0.783 -1.925 -0.087 -0.053 -0.067
O -2.217 1.276 -2.996 0.035 0.006 0.010
C -0.955 0.159 -1.128 -0.560 1.015 -0.717
C -1.286 0.287 1.023 -1.122 0.834 0.144
O -0.413 -0.508 1.690 -0.055 0.406 0.279
C -2.289 1.057 1.850 0.016 0.068 0.032
O -2.640 0.743 2.952 0.110 0.021 0.048
O 0.066 -0.557 -1.601 0.206 0.174 -0.067
C -1.939 -4.725 0.171 0.009 0.054 0.007
C -3.174 -4.103 0.046 -0.058 -0.092 0.010
C -3.259 -2.723 -0.056 0.029 0.098 -0.007
C -2.093 -1.966 -0.035 -0.255 -0.277 -0.107
C -0.844 -2.596 0.095 -0.469 0.280 -0.015
C -0.772 -3.973 0.202 0.275 0.073 0.003
C -2.051 -0.478 -0.148 0.257 0.003 0.484
C -3.141 0.376 -0.831 -0.124 -0.066 -0.156
C -2.916 2.176 1.040 -0.022 0.015 0.027
C -1.840 3.066 0.446 0.093 -0.052 -0.007
C -1.980 4.446 0.416 -0.038 -0.001 -0.011
C -1.005 5.236 -0.172 -0.005 0.046 -0.008
C 0.116 4.649 -0.742 -0.024 -0.007 -0.025
C 0.281 3.274 -0.693 0.008 -0.045 -0.001
C -0.688 2.485 -0.089 0.071 0.217 0.068
N -0.508 1.076 0.002 -0.863 0.431 -0.149
H -1.882 -5.803 0.251 -0.019 0.000 0.005
H -4.079 -4.697 0.033 0.011 0.006 -0.005
H -4.226 -2.240 -0.142 0.002 -0.011 -0.013
H 0.192 -4.453 0.315 -0.026 -0.037 -0.018
H -3.955 -0.190 -1.283 0.037 -0.039 0.006
H -3.591 2.754 1.668 -0.029 -0.035 0.005
H -2.865 4.899 0.846 0.005 -0.002 -0.001
H -1.120 6.312 -0.185 -0.016 -0.011 -0.020
H 0.870 5.263 -1.216 0.002 0.000 0.018
H 1.160 2.805 -1.117 -0.006 -0.037 0.041
C 4.531 0.651 0.240 0.148 -0.391 -0.023
Si 4.465 -1.234 0.142 -0.860 0.541 0.123
C 4.793 -1.920 -1.579 -0.071 0.032 0.400
C 5.248 -2.134 1.599 -0.209 0.131 -0.377
Se 2.193 -1.915 0.540 1.406 -1.282 0.020
H 5.549 1.045 0.234 0.016 -0.048 -0.011
H 4.041 0.987 1.155 0.014 -0.020 0.020
H 3.996 1.085 -0.606 -0.017 -0.039 -0.014
H 5.847 -1.910 -1.860 0.037 0.022 0.071
H 4.234 -1.338 -2.312 -0.011 0.029 0.025
H 4.427 -2.947 -1.625 0.068 -0.015 -0.030
H 6.338 -2.114 1.611 0.018 0.029 -0.080
H 4.910 -3.172 1.578 0.098 -0.028 0.018
H 4.878 -1.691 2.524 0.026 0.033 -0.002
```
Forces are in eV/Å.

These are the natural (NBO) partial charges, in e, on atoms 1 to 8: 0.79 -0.49 0.63 0.62 -0.44 0.24 0.26 -0.55


Record 2
ORCA calculation (ωB97M-V with the def2-TZVPD basis set) on a structure of composition C23H19N3O2OsP at a distorted geometry.

- Strongest force on any atom: 1.01 eV Å⁻¹
- Relative energy (zero: lowest compared OMol25 entry of this formula, charge and spin): 28.60 kcal/mol
- Kohn-Sham gap (alpha / beta): 7.5 / 4.2 eV
- Multiplicity: 5
- Net charge: +3

Geometry as XYZ:
```
49
Properties=species:S:1:pos:R:3:forces:R:3
Os -0.130 -0.557 0.125 0.725 -0.224 0.370
N 0.458 -1.754 2.895 0.012 0.253 0.178
P -0.995 -1.236 2.219 -0.092 -0.928 -0.379
C -2.218 -1.061 3.586 0.166 0.403 -0.130
C -3.168 -0.053 3.542 -0.150 0.122 0.286
C -4.215 0.041 4.555 0.186 0.016 -0.243
C -4.304 -0.891 5.572 -0.047 -0.006 -0.079
C -3.347 -1.877 5.637 0.254 -0.126 -0.185
C -2.305 -1.980 4.624 -0.218 0.029 0.248
C -1.781 -2.470 1.138 -0.093 0.253 0.118
C -2.317 -1.868 -0.029 -0.098 0.017 -0.096
C -2.850 -2.654 -1.052 0.122 -0.070 0.038
C -2.860 -4.032 -0.901 0.006 -0.003 -0.046
C -2.348 -4.623 0.254 0.028 0.017 0.029
C -1.804 -3.851 1.275 0.043 -0.118 -0.088
C 1.645 -1.188 2.396 -0.119 0.013 -0.050
C 2.835 -1.277 3.093 0.131 -0.040 0.078
C 3.965 -0.666 2.580 -0.034 -0.017 0.013
C 3.898 0.023 1.367 0.063 -0.028 0.061
C 2.706 0.064 0.704 0.012 -0.057 0.005
N 1.588 -0.540 1.204 -0.317 0.124 -0.006
H 0.541 -2.135 3.828 0.060 -0.078 -0.032
H -3.146 0.692 2.754 -0.079 0.031 0.053
H -4.919 0.864 4.509 0.035 -0.005 -0.106
H -5.104 -0.846 6.298 0.039 0.077 0.076
H -3.362 -2.592 6.452 0.072 -0.059 -0.072
H -1.611 -2.810 4.700 -0.045 -0.019 0.081
H -2.491 -0.784 -0.074 -0.185 0.041 -0.029
H -3.273 -2.195 -1.937 -0.002 0.032 0.031
H -3.287 -4.652 -1.679 0.024 -0.010 0.020
H -2.370 -5.701 0.354 -0.037 0.016 0.023
H -1.398 -4.334 2.156 0.023 0.002 -0.029
H 2.869 -1.812 4.033 0.023 0.015 -0.001
H 4.898 -0.718 3.127 -0.010 -0.010 -0.008
H 4.763 0.516 0.946 -0.001 -0.001 0.010
H 2.599 0.573 -0.244 -0.100 -0.003 -0.009
O 1.152 -0.343 -3.728 0.062 0.226 -0.054
C 0.964 -0.744 -2.632 0.053 -0.366 0.149
O 0.446 -0.001 -1.622 -0.417 0.479 -0.324
C 1.222 -2.151 -2.189 0.035 -0.124 -0.002
C 1.804 -3.068 -3.040 0.019 -0.079 0.067
C 2.005 -4.358 -2.568 0.017 -0.023 -0.042
C 1.625 -4.674 -1.270 0.032 -0.019 -0.037
C 1.053 -3.695 -0.480 0.028 0.141 0.023
N 0.853 -2.453 -0.937 -0.239 0.082 0.140
H 2.085 -2.762 -4.038 -0.021 0.015 -0.012
H 2.455 -5.106 -3.207 -0.002 -0.016 0.014
H 1.771 -5.668 -0.870 0.020 0.004 -0.003
H 0.758 -3.898 0.542 0.014 0.024 -0.050
```
Forces are in eV/Å.

These are the natural (NBO) partial charges, in e, on atoms 1 to 8: 1.35 -0.90 1.13 -0.33 -0.02 0.03 -0.23 0.00


Record 3
ORCA calculation (ωB97M-V with the def2-TZVPD basis set) on an isolated molecule of C23H19N5O3 at a distorted geometry.

- Strongest force on any atom: 1.45 eV Å⁻¹
- SMILES: Cc1ccc(NC(=O)Cn2c(O)c(/N=N\C(=O)c3ccncc3)c3ccccc32)cc1
- Relative energy (zero: lowest compared OMol25 entry of this formula, charge and spin): 65.42 kcal/mol
- Kohn-Sham gap: 8.3 eV

Geometry as XYZ:
```
50
Properties=species:S:1:pos:R:3:forces:R:3
C -7.189 -2.450 -1.412 0.054 -0.042 -0.057
C -6.078 -1.677 -0.771 -0.033 0.062 0.010
C -5.946 -0.309 -0.968 0.034 -0.258 0.079
C -4.912 0.408 -0.393 0.113 0.207 0.023
C -3.979 -0.248 0.401 -0.313 -0.084 -0.225
C -4.100 -1.621 0.605 0.027 0.101 -0.011
C -5.138 -2.322 0.025 -0.002 0.119 -0.022
H -5.219 -3.386 0.192 -0.006 -0.112 0.031
H -3.377 -2.137 1.222 0.082 -0.057 0.067
N -2.904 0.407 1.021 0.077 -0.424 0.187
C -2.575 1.717 0.984 0.551 0.128 0.394
O -3.173 2.599 0.414 -0.152 0.209 -0.126
C -1.278 2.000 1.775 -0.471 0.208 -0.014
N -0.150 1.340 1.173 -0.004 -0.403 0.410
C 0.316 0.128 1.506 0.549 -0.590 -0.036
C 1.426 -0.226 0.730 -0.511 0.716 -0.088
N 1.981 -1.423 1.026 -0.043 -0.422 0.260
N 2.957 -1.943 0.480 -0.579 -0.805 1.062
C 3.790 -1.730 -0.561 0.571 0.206 -1.034
O 3.553 -2.098 -1.698 -0.057 0.270 0.273
C 5.138 -1.215 -0.149 0.299 0.233 -0.062
C 5.517 -1.048 1.179 -0.094 -0.011 -0.246
C 6.771 -0.517 1.437 -0.167 -0.051 0.227
N 7.622 -0.156 0.492 0.444 0.173 0.151
C 7.259 -0.318 -0.769 -0.111 -0.045 -0.289
C 6.033 -0.841 -1.147 -0.159 -0.121 0.158
H 5.761 -0.969 -2.184 -0.003 -0.002 -0.076
H 7.988 -0.013 -1.508 -0.015 0.003 -0.124
H 7.114 -0.371 2.453 -0.063 -0.032 0.102
H 4.858 -1.334 1.984 -0.024 -0.019 0.069
C 1.635 0.884 -0.178 -0.119 0.106 0.030
C 2.541 1.170 -1.193 -0.050 0.018 0.030
C 2.419 2.368 -1.871 0.064 0.018 -0.066
C 1.414 3.280 -1.563 0.000 0.033 -0.002
C 0.499 3.021 -0.559 -0.082 -0.020 0.093
C 0.628 1.827 0.127 0.567 -0.044 -0.496
H -0.293 3.717 -0.334 -0.114 0.086 0.020
H 1.343 4.201 -2.121 -0.021 0.083 -0.039
H 3.115 2.597 -2.663 0.061 0.019 -0.076
H 3.314 0.473 -1.467 0.056 -0.016 -0.061
O -0.264 -0.613 2.460 -0.098 0.529 -0.161
H 0.276 -1.416 2.552 0.110 -0.052 -0.101
H -1.106 3.077 1.780 -0.061 -0.163 0.023
H -1.386 1.641 2.802 0.049 0.094 -0.085
H -2.311 -0.203 1.570 -0.042 0.184 -0.049
H -4.827 1.469 -0.555 0.010 0.032 0.004
H -6.665 0.212 -1.582 -0.083 0.056 -0.058
H -6.820 -2.967 -2.298 -0.067 -0.059 -0.070
H -7.584 -3.199 -0.728 -0.086 -0.054 0.001
H -7.997 -1.789 -1.717 -0.090 -0.008 -0.030
```
Forces are in eV/Å.

These are the natural (NBO) partial charges, in e, on atoms 1 to 8: -0.63 -0.03 -0.18 -0.26 0.21 -0.24 -0.20 0.21


Record 4
ORCA calculation (ωB97M-V with the def2-TZVPD basis set) on a structure of composition C23H20Cl2O4PZr at a distorted geometry.

- Strongest force on any atom: 3.89 eV Å⁻¹
- Relative energy (zero: lowest compared OMol25 entry of this formula, charge and spin): 0.00 kcal/mol
- Kohn-Sham gap (alpha / beta): 5.8 / 5.8 eV
- Net charge: +1

Geometry as XYZ:
```
51
Properties=species:S:1:pos:R:3:forces:R:3
C 2.306 1.591 -0.178 -0.895 0.394 1.114
C 1.849 0.869 -1.243 -1.055 0.172 -0.217
C 0.423 1.145 -1.466 0.831 1.204 -0.760
H 2.451 0.224 -1.874 -0.205 0.012 0.163
C -0.002 2.171 -0.573 2.180 -1.113 0.681
C 1.156 2.299 0.462 0.182 -3.224 -2.175
H 1.280 3.530 1.054 -0.033 1.891 0.519
H 3.301 1.615 0.277 -0.450 -0.327 -0.198
H -0.099 0.846 -2.377 0.168 0.187 0.224
H -0.794 2.865 -0.663 -0.930 0.396 -0.175
Zr -0.594 0.648 0.848 -0.580 -0.313 -0.770
Cl -2.946 1.112 0.490 1.217 -0.421 0.468
P -0.508 -2.428 -1.168 -0.320 1.238 1.143
C -1.138 -2.160 -2.841 -0.405 0.364 -0.449
C -0.664 -2.847 -3.969 -0.060 0.198 0.087
H 0.148 -3.574 -3.876 -0.346 0.243 -0.017
C -1.205 -2.571 -5.226 -0.056 0.073 -0.178
H -0.804 -3.080 -6.098 -0.067 -0.029 0.128
C -2.229 -1.634 -5.395 0.552 -0.421 0.474
H -2.635 -1.435 -6.387 0.091 -0.014 0.332
C -2.691 -0.961 -4.267 -0.423 0.386 -0.247
H -3.469 -0.211 -4.397 0.108 -0.142 0.142
C -2.167 -1.197 -3.005 0.690 -0.522 -0.084
H -2.529 -0.623 -2.152 0.017 -0.165 -0.096
C 1.129 -3.178 -1.297 0.563 -0.386 -0.062
C 2.082 -2.618 -2.175 0.065 -0.635 0.548
H 1.846 -1.740 -2.767 -0.100 -0.178 -0.094
C 3.354 -3.186 -2.265 0.034 0.192 0.063
H 4.087 -2.734 -2.922 -0.054 -0.037 -0.079
C 3.721 -4.287 -1.490 -0.363 0.220 -0.011
H 4.728 -4.713 -1.559 -0.492 0.184 0.010
C 2.786 -4.800 -0.595 0.220 -0.153 0.379
H 3.079 -5.618 0.061 -0.144 0.108 -0.168
C 1.509 -4.255 -0.470 0.062 0.441 -0.518
H 0.822 -4.644 0.278 0.046 -0.048 -0.241
C -1.648 -3.596 -0.362 -0.221 -0.277 0.384
C -2.389 -4.547 -1.084 0.033 0.005 0.723
H -2.333 -4.580 -2.169 0.049 -0.075 0.181
C -3.221 -5.437 -0.389 -0.070 0.065 -0.448
H -3.785 -6.174 -0.954 0.077 0.080 0.017
C -3.373 -5.384 0.992 0.210 0.130 -0.351
H -4.043 -6.079 1.509 0.296 0.307 -0.207
C -2.668 -4.412 1.690 0.066 0.181 0.499
H -2.797 -4.335 2.767 0.068 0.015 -0.163
C -1.816 -3.524 1.041 -0.243 -0.406 -0.808
H -1.299 -2.766 1.621 0.091 -0.021 -0.022
O 0.667 3.207 3.832 -0.633 -0.007 -0.620
Cl -0.008 4.020 2.842 0.753 1.608 -0.124
O -1.134 3.379 2.122 0.848 -0.411 0.126
O 1.177 4.433 1.670 -1.368 -0.974 1.026
O 0.818 1.654 1.716 -0.006 0.006 -0.151
```
Forces are in eV/Å.

These are the natural (NBO) partial charges, in e, on atoms 1 to 8: -0.11 -0.22 -0.29 0.25 -0.55 -0.03 0.42 0.26


Question: Which of these has the highest strongest force on any atom?
Answer: C23H20Cl2O4PZr


Question: Look up the relative energy (zero: lowest compared OMol25 entry of this formula, charge and spin) of the first one.
Answer: 38.17 kcal/mol


Question: Which of these has the highest strongest force on any atom?
Answer: C23H20Cl2O4PZr


Question: Which of these has the highest relative energy (zero: lowest compared OMol25 entry of this formula, charge and spin)?
Answer: C23H19N5O3